# 1
84
Properties=species:S:1:pos:R:3:forces:R:3 method="wB97M-V/def2-TZVPD" homo_ev=-7.706 e_tot_ha=-6532.5486 de_lowest_ev=0.534 lumo_ev=0.30 gap_ev=8.01 fmax_ev_per_a=2.36
Cd -16.658052 -13.384198 -0.812840 -0.0591 0.2816 -0.6344
C -18.332242 -15.702289 0.740639 0.4316 -0.4989 -1.4039
N -16.938290 -15.518473 0.484294 1.4206 1.4073 -0.2234
C -16.263060 -16.691966 0.046732 0.5542 -1.0962 -0.1681
C -16.185371 -14.947929 1.611185 0.7430 0.2776 -1.6947
C -14.814188 -14.347295 1.130691 -0.7543 -0.0926 1.1007
C -13.657672 -14.710025 1.829010 -1.2996 -1.2156 0.6668
C -12.467856 -14.097183 1.574594 0.5820 -0.1523 0.0780
C -12.368778 -13.107473 0.597535 0.1976 -0.6904 0.3375
C -13.510122 -12.829164 -0.146023 0.4417 1.7057 -0.6124
C -14.762522 -13.387123 0.112168 0.2072 -0.5534 0.3149
H -18.426337 -16.546010 1.382141 -0.7351 -0.6426 1.1558
H -18.763816 -15.993531 -0.224314 -0.3940 0.1479 0.1745
H -18.758796 -14.776500 1.076068 -0.4384 0.1551 0.3979
H -16.318873 -17.502018 0.802919 -0.2591 0.0227 -0.1285
H -15.186655 -16.517558 -0.068060 -0.2800 0.2510 -0.2152
H -16.664661 -17.053016 -0.897256 -0.0561 -0.0858 -0.0934
H -15.997234 -15.749068 2.284139 0.2937 -0.6600 1.1891
H -16.860181 -14.238092 2.059744 0.1429 0.6301 0.4297
H -13.674772 -15.535145 2.596938 -0.1690 0.9850 -0.7878
H -11.673804 -14.501739 2.182659 0.6991 0.5237 -0.1948
H -11.393313 -12.640061 0.430549 -0.5018 0.0283 -0.1541
H -13.401949 -12.001494 -0.893988 -0.2601 -0.9296 0.4589
C -12.441282 -16.840846 -5.260336 0.4787 -2.2241 -0.4068
C -12.670426 -15.614715 -4.449132 -0.7273 0.9902 -0.1176
C -14.130472 -15.420987 -4.129479 -0.8038 0.3887 -0.9348
N -14.583437 -14.789664 -3.115146 -1.1537 -0.1325 0.2626
N -15.988424 -14.669629 -3.076766 0.3611 -0.6512 -1.1846
C -16.557188 -15.203277 -4.160024 1.3878 0.5653 1.5743
N -17.884248 -15.309471 -4.395368 -0.8169 0.3041 0.1174
S -15.442755 -15.929190 -5.238356 0.9457 0.0064 0.0599
H -11.415930 -16.947581 -5.645552 -0.3321 0.3139 0.0892
H -13.131093 -16.998137 -6.095115 0.1447 0.7409 -0.2349
H -12.632201 -17.779411 -4.725964 0.1586 0.2411 0.4940
H -12.260124 -14.759846 -5.024286 -0.4598 -0.1233 0.4452
H -12.226704 -15.597814 -3.461935 0.5974 -0.2219 0.0472
H -18.487601 -14.919116 -3.664806 0.2744 0.1431 -0.4786
H -18.161855 -15.114682 -5.355430 -0.0739 -0.1317 0.5437
C -15.457185 -9.410804 -1.439227 0.2554 0.4604 0.0759
Ge -16.745087 -8.788142 -2.764076 0.2578 -0.2399 -0.1880
C -16.858141 -6.811876 -2.850807 0.6027 -0.3346 -0.6680
C -18.480844 -9.665146 -2.578642 -0.0555 0.3676 0.9379
C -16.051369 -9.452211 -4.501726 0.8196 0.3432 -0.2804
Se -15.620712 -11.365369 -4.524802 -0.1526 0.4396 0.1341
C -13.761590 -11.099019 -4.120014 -0.5661 0.9217 0.4472
H -15.491288 -8.899669 -0.490855 -0.0962 0.5402 0.2775
H -14.469280 -9.246006 -1.865371 0.1195 0.0641 0.1454
H -15.527842 -10.445862 -1.160428 -0.2115 -0.6986 -0.2904
H -17.229905 -6.373332 -1.949755 -0.0787 0.1869 0.7819
H -17.542086 -6.486646 -3.631331 -0.0213 -0.1349 -0.2358
H -15.861628 -6.387642 -3.082694 -0.4754 -0.2129 0.1912
H -19.099979 -9.222304 -1.763289 0.3308 -0.3155 -0.7330
H -18.358125 -10.724365 -2.389410 0.2500 -0.2157 0.2780
H -18.971122 -9.627025 -3.529702 -0.6296 0.3621 -0.5154
H -15.167483 -8.884219 -4.940263 -1.1982 -0.6846 0.5108
H -16.868421 -9.447001 -5.196368 -0.4226 0.5834 -0.5766
H -13.666185 -10.370682 -3.305395 0.0380 -0.4876 -0.1773
H -13.190319 -10.767839 -4.957754 0.2427 0.2322 -0.7223
H -13.469684 -12.062687 -3.835925 0.9512 -1.3018 0.7146
C -24.723813 -14.820308 -3.289450 -0.0828 0.2145 -1.0212
C -24.218086 -13.361266 -3.531796 -0.6551 -0.5652 -1.3827
C -25.312041 -12.341724 -3.343506 -0.2357 2.1093 0.8288
C -23.759630 -13.228042 -5.011959 -0.4155 -0.7649 0.4700
C -23.082365 -13.147536 -2.605878 0.7424 0.6594 1.2809
C -23.280839 -12.842161 -1.234250 0.5660 -0.7419 -0.9738
C -22.205145 -12.807497 -0.343375 -0.5108 0.7831 0.8581
C -20.932650 -12.851215 -0.842090 -1.2680 -0.4571 -1.9391
O -19.756962 -12.796382 -0.214804 0.2501 0.2839 1.5809
B -18.788713 -13.091079 -1.122000 1.1943 -0.3829 -1.4322
O -19.384468 -13.367841 -2.393037 -0.4674 0.6103 0.2797
C -20.733269 -13.123158 -2.202672 -0.0646 -0.5495 1.1063
C -21.781785 -13.315095 -3.070045 1.1913 0.0366 -0.8147
H -25.559544 -15.085979 -3.987014 0.5202 0.2781 0.6660
H -25.022079 -14.935427 -2.251823 -0.1980 -0.1029 0.0567
H -23.898186 -15.524577 -3.494235 -0.2917 0.2555 0.1515
H -26.139555 -12.485531 -4.024472 -0.0803 -0.0942 -0.4258
H -24.926112 -11.260438 -3.468028 -0.4413 -1.6620 -0.0170
H -25.778837 -12.340263 -2.349449 0.2366 -0.2101 -0.0540
H -24.597102 -13.336312 -5.698724 -0.2588 0.2497 0.1084
H -23.130451 -14.075605 -5.243501 0.4808 -0.0773 -0.2205
H -23.240675 -12.295388 -5.202754 0.0685 0.1216 -0.0232
H -24.288824 -12.708020 -0.881312 -0.0903 -0.0599 0.2172
H -22.349209 -12.690221 0.736207 -0.0870 0.0836 -0.4299
H -21.495393 -13.555610 -4.111799 -0.5508 0.0996 0.7528

# 2
22
Properties=species:S:1:pos:R:3:forces:R:3 method="wB97M-V/def2-TZVPD" homo_ev=-7.964 e_tot_ha=-1605.1645 lumo_ev=0.25 gap_ev=8.21 fmax_ev_per_a=3.30
C 0.202766 -1.406089 -0.525087 1.0383 0.9451 -1.5097
C 1.537558 -1.505828 0.128021 -2.8885 -0.5551 -0.2671
C 1.674311 -1.474283 1.429911 1.3757 0.6209 -0.6202
C -0.937574 -2.045690 -0.204462 2.9628 -0.6476 1.3028
C -0.548570 1.603976 0.221499 -0.2255 0.5570 -1.7279
C 0.194191 2.353138 -0.610118 0.8473 -0.1767 0.9987
O -2.020370 -1.913656 -0.945996 -1.2093 -0.3602 0.3097
O -0.991411 -2.926169 0.861516 -2.6434 0.5360 -1.4374
O -0.410332 1.194422 1.492162 -0.2762 -0.1917 0.3832
O -1.758524 1.144457 -0.325252 0.6994 0.1404 0.3478
O 1.467221 2.845329 -0.436156 -0.4816 0.9873 0.1106
O -0.209226 2.649487 -1.852360 -1.1747 0.1338 -1.0598
Cl 2.827379 -1.809933 -0.876652 1.3587 -0.2054 -1.3398
Cl 3.200063 -1.421346 2.135366 1.2785 -0.3330 0.9739
H 0.263584 -0.774989 -1.495203 -0.4940 -1.1939 1.6710
H 0.942804 -1.090133 2.031743 -2.0422 0.3174 1.4112
H -1.844830 -1.078307 -1.375643 -0.5256 0.6216 -0.6344
H -1.965148 -3.193313 0.891963 1.8340 0.2691 0.1862
H 0.444748 1.430232 1.832249 0.7436 0.2444 0.2313
H -2.388680 1.197011 0.399854 -0.3063 -0.0570 0.0272
H 1.483201 3.747930 -0.883350 -0.0611 -1.6898 0.8082
H -1.163159 2.473754 -1.894015 0.1902 0.0374 -0.1657

# 3
22
Properties=species:S:1:pos:R:3:forces:R:3 method="wB97M-V/def2-TZVPD" homo_ev=-8.903 e_tot_ha=-350.2922 de_lowest_ev=1.829 lumo_ev=0.87 gap_ev=9.78 fmax_ev_per_a=1.28
C -1.025295 0.022391 2.286901 -1.1209 -0.0775 -0.0907
C -0.906173 -0.668172 0.937675 0.8606 -0.4222 -0.8543
C -1.287634 0.136834 -0.293353 0.0332 -0.6609 0.2562
C -2.299810 0.992259 -0.299363 -0.5617 -0.0079 -0.1914
C 0.711584 -0.056763 -1.751623 0.0454 0.5129 0.5521
C -0.578594 -0.280444 -1.539782 0.0420 0.2682 -0.2582
C -1.455626 -0.964540 -2.557223 0.3465 -0.0617 -0.1480
H -0.106025 0.127368 2.840420 0.3706 -0.1401 0.0131
H -1.743176 -0.533716 2.883354 0.0737 0.0022 0.4049
H -1.460627 1.016439 2.173522 0.1538 0.0131 -0.0337
H 0.093561 -1.064353 0.742388 0.3120 0.4830 0.2657
H -1.439425 -1.622427 0.855666 -0.5280 0.1995 0.3758
H -2.957706 1.102657 0.553981 0.3056 0.2046 0.2510
H -2.650829 1.519348 -1.180209 0.2780 -0.1024 -0.1107
H 1.407221 0.386718 -1.045920 -0.3976 0.1042 0.2590
H 1.139096 -0.186860 -2.710420 0.3349 -0.6432 -0.8800
H -2.151953 -0.247518 -2.960040 -0.6915 0.1227 0.0696
H -0.938379 -1.364655 -3.428716 0.4319 0.0330 0.1724
H -1.966938 -1.803552 -2.081887 -0.2871 0.1722 -0.0524
H 6.744815 0.610376 2.675461 0.2039 -0.4329 -0.0430
H 6.230806 1.856158 2.086249 0.0639 -0.0331 -0.4809
O 6.641107 1.022454 1.812919 -0.2692 0.4663 0.5235